{"formula": "C20H25ClMnN4S", "method": "the ωB97M-V functional and the def2-TZVPD basis", "elements": ["Mn", "C", "C", "N", "C", "C", "N", "C", "C", "N", "H", "H", "H", "H", "H", "H", "H", "H", "H", "H", "H", "H", "H", "H", "H", "S", "C", "C", "C", "C", "C", "C", "N", "C", "C", "C", "C", "C", "C", "C", "H", "H", "H", "H", "H", "H", "H", "H", "Cl", "C", "H", "H"], "positions_angstrom": [[-0.22864, -0.45599, -0.12700], [2.47767, -0.33458, 1.59304], [1.50414, 0.22939, 2.62629], [0.10959, 0.29975, 2.16349], [-0.55328, 1.58983, 2.40540], [-0.68366, 2.49421, 1.15559], [0.27574, 2.15657, 0.12080], [1.64848, 2.54830, 0.38187], [2.62338, 1.47494, -0.10124], [2.19429, 0.12121, 0.24015], [3.50009, -0.08939, 1.91303], [2.38835, -1.41861, 1.58825], [1.58320, -0.39025, 3.52225], [1.82205, 1.22921, 2.92341], [-0.42754, -0.43841, 2.58985], [-1.55909, 1.39573, 2.77871], [-0.02936, 2.13273, 3.19699], [-1.66882, 2.36196, 0.72151], [-0.60348, 3.54104, 1.48027], [-0.04838, 2.49778, -0.77143], [1.90222, 3.50047, -0.09155], [1.77476, 2.70002, 1.45430], [2.69500, 1.52477, -1.19050], [3.61991, 1.69297, 0.30458], [2.62600, -0.51782, -0.41506], [0.57895, 0.32679, -4.50784], [1.90921, -0.67953, -4.04514], [3.04139, -1.03808, -4.77502], [3.95077, -1.89286, -4.18499], [3.72005, -2.39369, -2.89703], [2.59403, -2.03147, -2.17978], [1.68618, -1.14482, -2.75039], [0.51989, -0.67625, -2.15030], [-0.15509, 0.06672, -2.95171], [-1.43169, 0.64139, -2.54277], [-2.29438, 1.24264, -3.46448], [-3.51451, 1.71888, -3.03146], [-3.85356, 1.56568, -1.68485], [-2.98292, 0.95623, -0.79893], [-1.71410, 0.47718, -1.17740], [3.19949, -0.66269, -5.77886], [4.83980, -2.18774, -4.72836], [4.42762, -3.08547, -2.45722], [2.39014, -2.45554, -1.20337], [-2.02486, 1.31357, -4.51690], [-4.20510, 2.17795, -3.72731], [-4.81650, 1.92519, -1.33471], [-3.30695, 0.83534, 0.23360], [0.15884, -2.65186, 0.70866], [-1.49170, -1.83621, 0.64640], [-1.89475, -1.85534, 1.65751], [-2.11503, -2.43794, -0.00678]], "forces_ev_per_angstrom": [[-0.06, 1.24, 0.41], [-0.05, 0.03, -0.02], [0.02, 0.06, -0.01], [-0.24, -0.03, -0.38], [-0.01, 0.01, -0.02], [0.12, -0.11, 0.05], [0.04, 0.09, 0.07], [-0.05, -0.14, 0.07], [-0.02, -0.05, 0.01], [-0.02, -0.12, -0.20], [0.04, 0.03, 0.01], [0.03, -0.04, -0.02], [-0.02, 0.00, 0.07], [-0.01, 0.01, 0.00], [-0.05, -0.06, 0.08], [-0.02, 0.01, 0.02], [0.02, 0.00, 0.07], [-0.05, 0.00, -0.02], [-0.02, 0.03, 0.02], [-0.05, -0.03, -0.12], [0.10, 0.08, -0.01], [-0.03, 0.02, 0.02], [-0.03, -0.03, -0.02], [0.08, 0.03, -0.04], [0.02, 0.06, 0.08], [-0.05, 0.21, -0.35], [0.00, 0.09, -0.19], [-0.14, 0.05, 0.03], [0.00, -0.06, 0.13], [0.01, 0.01, -0.02], [0.18, -0.20, 0.06], [-0.09, -0.09, 0.30], [0.44, -0.79, 0.65], [-0.73, 0.72, -0.67], [0.23, -0.03, -0.27], [-0.05, 0.05, -0.11], [0.02, -0.02, 0.00], [-0.10, 0.07, -0.06], [0.07, -0.07, 0.12], [0.02, -0.25, 0.22], [-0.02, -0.01, 0.05], [-0.03, 0.00, 0.03], [-0.01, 0.01, -0.03], [-0.01, 0.00, -0.02], [-0.02, 0.02, 0.10], [0.01, 0.01, 0.02], [0.03, -0.04, -0.02], [0.02, 0.01, -0.04], [0.22, -1.01, 0.36], [0.21, 0.39, -0.58], [0.06, 0.00, 0.14], [-0.01, -0.17, 0.00]], "lowdin_spin": [1.00, 0.00, 0.00, -0.01, 0.00, 0.00, 0.02, 0.00, 0.00, 0.01, 0.00, 0.00, 0.00, 0.00, 0.00, 0.00, 0.00, 0.00, 0.00, 0.00, 0.00, 0.00, 0.00, 0.00, 0.00, 0.00, 0.00, 0.00, 0.00, 0.00, 0.00, 0.00, 0.00, -0.01, 0.00, 0.00, 0.00, 0.00, 0.00, -0.02, 0.00, 0.00, 0.00, 0.00, 0.00, 0.00, 0.00, 0.00, 0.02, -0.02, 0.00, 0.00], "energy_ev": -81781.821, "multiplicity": 2, "s_squared": 1.06, "mol_weight_g_mol": 443.9, "total_charge": 0, "gap_ha": [0.26704, 0.24784]}